(1)
# C8H7Cl2NO

C8H7Cl2NO in the gas phase (the ωB97M-V functional and the def2-TZVPD basis, OMol25).

Values from the calculation:
* SMILES string: N#C/C(O)=C/C/C=C\C=C(Cl)Cl
* net charge: 0
* 2S+1: 1
* HOMO-LUMO gap: 9.6 eV
* LUMO: 0.46 eV
* HOMO: -9.134 eV
* energy relative to the best compared isomer or geometry (same formula, charge and spin): 23.4 kcal/mol

Element x y z (Å)
C -0.113 0.714 3.164
C -0.091 0.120 -1.388
C -0.868 -0.921 -1.084
C 0.723 0.915 -0.517
C -0.948 -1.493 0.391
C 0.167 1.156 0.838
C 0.586 0.534 1.936
C -0.098 -2.356 0.978
N -0.763 0.838 4.097
O 1.604 -0.389 1.921
Cl -0.180 -2.677 2.624
Cl 1.312 -2.848 0.113
H -0.195 0.301 -2.512
H -1.559 -1.503 -1.851
H 1.732 0.429 -0.333
H 0.936 1.835 -1.103
H -1.723 -1.114 0.980
H -0.689 1.798 0.872
H 1.598 -0.917 2.684



(2)
# C4H13N2O

A gas-phase ion, C4H13N2O (charge +1) (the ωB97M-V functional and the def2-TZVPD basis, OMol25).

Values from the calculation:
* SMILES string: CNC[C@@H]([NH3+])CO
* net charge: +1
* 2S+1: 1
* HOMO-LUMO gap: 9.3 eV
* LUMO: -3.52 eV
* HOMO: -12.836 eV
* energy relative to the best compared isomer or geometry (same formula, charge and spin): 76.0 kcal/mol

Element x y z (Å)
N -0.018 -1.304 1.296
C -0.094 0.135 0.747
C 0.870 0.927 1.716
O 0.682 0.704 3.029
C 0.437 0.130 -0.650
N -0.805 0.382 -1.535
C -0.856 -0.305 -2.831
H 0.919 -1.677 1.173
H -0.723 -1.945 0.888
H -0.259 -1.230 2.339
H -1.213 0.484 0.851
H 0.775 1.959 1.425
H 1.920 0.592 1.535
H -0.286 0.858 3.214
H 1.127 0.923 -0.841
H 0.894 -0.839 -0.990
H -0.678 1.340 -1.663
H -0.470 -1.225 -3.000
H -0.372 0.414 -3.515
H -1.850 -0.323 -3.186



(3)
# C2H10BeF6NO9S2

A molecular structure, C2H10BeF6NO9S2 (the ωB97M-V functional and the def2-TZVPD basis, OMol25).

Values from the calculation:
* net charge: +1
* 2S+1: 1
* HOMO-LUMO gap: 2.5 eV
* LUMO: -10.32 eV
* HOMO: -12.816 eV
* energy relative to the best compared isomer or geometry (same formula, charge and spin): 194.0 kcal/mol

Element x y z (Å)
Be 1.453 -1.526 0.849
C -2.687 1.150 -3.389
F -3.928 1.292 -2.939
F -2.258 -0.151 -3.161
F -2.582 1.267 -4.678
S -1.381 2.267 -2.438
O 0.002 1.817 -2.832
O -1.794 3.610 -2.742
N -1.617 1.914 -0.808
S -2.570 3.044 -0.283
O -1.857 4.293 -0.127
O -3.835 3.138 -0.958
C -2.920 2.450 1.522
F -3.746 1.490 1.409
F -1.773 2.091 2.080
F -3.477 3.413 2.247
O 2.052 -2.113 5.377
H 1.783 -1.528 6.085
H 2.640 -2.741 5.796
O -2.820 -3.633 0.744
H -3.034 -4.500 0.401
H -3.669 -3.233 0.932
O 1.567 -3.719 -3.164
H 1.448 -3.374 -4.049
H 1.615 -4.668 -3.282
O 5.799 -2.551 0.061
H 5.990 -3.468 -0.136
H 6.585 -2.231 0.504
O 4.669 1.868 2.293
H 5.252 1.909 3.051
H 5.090 2.422 1.635



(4)
# C23H36BrN2O10P2

3 unconnected molecules or ions with the total composition C23H36BrN2O10P2 (the ωB97M-V functional and the def2-TZVPD basis, OMol25).

Values from the calculation:
* net charge: -1
* 2S+1: 1
* HOMO-LUMO gap: 4.8 eV
* LUMO: 1.12 eV
* HOMO: -3.692 eV

Element x y z (Å)
C -2.569 5.160 -0.115
C -1.459 4.333 0.608
O -1.795 2.957 0.779
P -1.427 2.040 -0.543
O -0.027 1.561 -0.422
C -2.723 0.739 -0.617
C -2.200 -0.706 -0.582
C -1.639 -1.104 0.802
O -1.198 -0.075 1.638
P -0.293 -0.795 2.963
O -0.256 -2.408 2.181
C -0.713 -2.368 0.904
Br -2.015 -3.939 0.734
C 0.302 -2.670 -0.200
C 1.380 -1.570 -0.387
C 1.367 -1.074 -1.849
O 2.351 -0.054 -2.051
O -1.544 2.992 -1.883
C -1.107 2.336 -3.068
C -0.410 3.319 -4.022
H -2.818 6.068 0.438
H -2.142 5.465 -1.082
H -3.437 4.544 -0.363
H -1.378 4.757 1.618
H -0.480 4.485 0.140
H -3.432 0.879 0.208
H -3.261 0.889 -1.565
H -3.065 -1.362 -0.754
H -1.511 -0.941 -1.405
H -2.546 -1.477 1.324
H -0.045 0.461 3.610
H 0.914 -0.537 2.185
H 0.556 -1.391 3.970
H -1.480 -1.043 3.744
H -0.166 -2.842 -1.179
H 0.806 -3.603 0.079
H 2.391 -1.967 -0.219
H 1.266 -0.704 0.273
H 1.530 -1.900 -2.557
H 0.396 -0.611 -2.028
H 1.871 0.772 -2.140
H -2.005 1.976 -3.592
H -0.416 1.507 -2.892
H -0.288 2.871 -5.015
H -1.012 4.228 -4.158
H 0.575 3.633 -3.660
C -0.132 -3.427 -7.862
C 0.950 -2.812 -7.245
C 0.742 -1.926 -6.199
C -0.554 -1.671 -5.782
C -1.642 -2.272 -6.391
C -1.426 -3.154 -7.438
N -0.774 -0.754 -4.660
O 0.205 -0.237 -4.164
O -1.918 -0.575 -4.288
H 0.034 -4.122 -8.675
H 1.957 -3.025 -7.577
H 1.584 -1.448 -5.719
H -2.649 -2.063 -6.059
H -2.267 -3.633 -7.921
C 4.351 0.240 9.073
C 3.914 1.227 8.199
C 2.880 0.963 7.313
C 2.291 -0.289 7.315
C 2.722 -1.285 8.175
C 3.758 -1.016 9.057
N 1.180 -0.562 6.393
O 0.846 0.334 5.645
O 0.669 -1.663 6.450
H 5.155 0.450 9.767
H 4.377 2.205 8.210
H 2.541 1.732 6.633
H 2.260 -2.261 8.165
H 4.101 -1.786 9.736



(5)
# CH5O2P

2 unconnected molecules or ions with the total composition CH5O2P (the ωB97M-V functional and the def2-TZVPD basis, OMol25).

Values from the calculation:
* net charge: 0
* 2S+1: 3
* HOMO-LUMO gap (alpha / beta): 7.9 / 8.6 eV
* LUMO (alpha / beta): 0.83 / -2.61 eV
* HOMO (alpha / beta): -7.069 / -11.224 eV
* energy relative to the best compared isomer or geometry (same formula, charge and spin): 9.8 kcal/mol

Element x y z (Å)
C 0.683 1.170 0.470
O -2.180 -1.305 -0.288
O -0.515 0.387 0.394
P -0.795 -0.927 -0.490
H 1.220 0.581 1.174
H 0.307 2.038 0.952
H 1.308 1.297 -0.378
H -0.287 -0.536 -1.868
H 0.260 -2.705 0.034



Repeat the fourth record exactly.
# C23H36BrN2O10P2

3 unconnected molecules or ions with the total composition C23H36BrN2O10P2 (the ωB97M-V functional and the def2-TZVPD basis, OMol25).

Values from the calculation:
* net charge: -1
* 2S+1: 1
* HOMO-LUMO gap: 4.8 eV
* LUMO: 1.12 eV
* HOMO: -3.692 eV

Element x y z (Å)
C -2.569 5.160 -0.115
C -1.459 4.333 0.608
O -1.795 2.957 0.779
P -1.427 2.040 -0.543
O -0.027 1.561 -0.422
C -2.723 0.739 -0.617
C -2.200 -0.706 -0.582
C -1.639 -1.104 0.802
O -1.198 -0.075 1.638
P -0.293 -0.795 2.963
O -0.256 -2.408 2.181
C -0.713 -2.368 0.904
Br -2.015 -3.939 0.734
C 0.302 -2.670 -0.200
C 1.380 -1.570 -0.387
C 1.367 -1.074 -1.849
O 2.351 -0.054 -2.051
O -1.544 2.992 -1.883
C -1.107 2.336 -3.068
C -0.410 3.319 -4.022
H -2.818 6.068 0.438
H -2.142 5.465 -1.082
H -3.437 4.544 -0.363
H -1.378 4.757 1.618
H -0.480 4.485 0.140
H -3.432 0.879 0.208
H -3.261 0.889 -1.565
H -3.065 -1.362 -0.754
H -1.511 -0.941 -1.405
H -2.546 -1.477 1.324
H -0.045 0.461 3.610
H 0.914 -0.537 2.185
H 0.556 -1.391 3.970
H -1.480 -1.043 3.744
H -0.166 -2.842 -1.179
H 0.806 -3.603 0.079
H 2.391 -1.967 -0.219
H 1.266 -0.704 0.273
H 1.530 -1.900 -2.557
H 0.396 -0.611 -2.028
H 1.871 0.772 -2.140
H -2.005 1.976 -3.592
H -0.416 1.507 -2.892
H -0.288 2.871 -5.015
H -1.012 4.228 -4.158
H 0.575 3.633 -3.660
C -0.132 -3.427 -7.862
C 0.950 -2.812 -7.245
C 0.742 -1.926 -6.199
C -0.554 -1.671 -5.782
C -1.642 -2.272 -6.391
C -1.426 -3.154 -7.438
N -0.774 -0.754 -4.660
O 0.205 -0.237 -4.164
O -1.918 -0.575 -4.288
H 0.034 -4.122 -8.675
H 1.957 -3.025 -7.577
H 1.584 -1.448 -5.719
H -2.649 -2.063 -6.059
H -2.267 -3.633 -7.921
C 4.351 0.240 9.073
C 3.914 1.227 8.199
C 2.880 0.963 7.313
C 2.291 -0.289 7.315
C 2.722 -1.285 8.175
C 3.758 -1.016 9.057
N 1.180 -0.562 6.393
O 0.846 0.334 5.645
O 0.669 -1.663 6.450
H 5.155 0.450 9.767
H 4.377 2.205 8.210
H 2.541 1.732 6.633
H 2.260 -2.261 8.165
H 4.101 -1.786 9.736



net charge of number 5 (CH5O2P)? 0